75
Properties=species:S:1:pos:R:3 method="wB97M-V/def2-TZVPD" multiplicity=4 s_squared=3.793 total_energy_ev=-87297.7357 lumo_energy_ha="-0.011 / -0.030" relative_energy_ev=0.2826 largest_force_ev_per_a=1.21 charge=0
Tc -0.113 -0.228 -0.066
O 2.375 -1.041 0.876
C 1.522 -0.272 1.207
C 1.596 0.569 2.441
C 2.695 0.477 3.290
C 2.763 1.291 4.407
C 1.743 2.202 4.671
C 0.648 2.292 3.826
C 0.568 1.460 2.715
P -0.809 1.503 1.521
C -2.303 1.079 2.470
C -3.513 1.059 1.768
C -4.682 0.672 2.403
C -4.652 0.285 3.737
C -3.452 0.288 4.431
C -2.278 0.680 3.801
C -0.928 3.299 1.221
C -2.009 4.075 1.622
C -2.024 5.436 1.346
C -0.962 6.027 0.679
C 0.130 5.256 0.296
C 0.148 3.898 0.564
H 3.483 -0.227 3.050
H 3.617 1.228 5.070
H 1.809 2.850 5.537
H -0.138 3.011 4.023
H -3.536 1.352 0.722
H -5.617 0.668 1.855
H -5.563 -0.026 4.233
H -3.425 -0.023 5.468
H -1.345 0.664 4.349
H -2.843 3.625 2.143
H -2.875 6.034 1.651
H -0.980 7.088 0.463
H 0.969 5.715 -0.213
H 0.989 3.293 0.244
C -0.363 -1.912 -1.411
C -1.290 -1.313 -2.392
C -0.854 -0.821 -3.633
C -1.739 -0.256 -4.524
C -3.100 -0.169 -4.206
C -3.552 -0.650 -2.985
C -2.654 -1.205 -2.091
C -4.024 0.431 -5.129
N -4.764 0.915 -5.867
H 0.607 -2.168 -1.828
H -0.806 -2.762 -0.898
H 0.198 -0.898 -3.883
H -1.391 0.115 -5.480
H -4.603 -0.577 -2.737
H -3.011 -1.591 -1.141
S -2.442 2.401 -1.560
C -2.404 3.267 -2.978
N -1.296 3.556 -3.687
C -1.556 4.465 -4.799
C -3.086 4.386 -4.918
N -3.462 3.809 -3.625
H -0.386 3.413 -3.283
H -1.057 4.132 -5.706
H -1.221 5.477 -4.567
H -3.397 3.741 -5.738
H -3.535 5.367 -5.051
H -4.381 3.442 -3.457
C 4.395 1.528 -3.629
O 3.190 1.748 -2.890
C 2.564 0.701 -2.327
S 3.109 -0.848 -2.432
S 1.095 1.271 -1.603
H 4.714 2.515 -3.954
H 4.207 0.883 -4.485
H 5.153 1.064 -3.005
C -0.846 -1.592 1.441
H -1.917 -1.766 1.277
H -0.734 -1.256 2.476
H -0.333 -2.551 1.355